Formula: C23H25NO6
Source: OMol25
Level of theory: ωB97M-V/def2-TZVPD

Its molar mass is 411.45 g/mol. As for the total charge: 0. As for the total energy: -1397.63628 hartree. As for the energy relative to the best compared isomer or geometry (same formula, charge and spin): 59.3 kcal/mol. The highest occupied orbital energy comes out at -8.70 eV. As for the HOMO-LUMO gap: 0.3058 Ha. The value obtained for the max |F| is 0.9 eV Å⁻¹.

Each line ends with the Mulliken charge.
Element x y z (Å)
C1 -5.680 -2.239 -2.064  -1.03
C2 -5.477 -1.906 -0.589  -0.40
O1 -5.285 -0.521 -0.367  -0.47
C3 -4.090 0.054 -0.634  0.87
C4 -2.938 -0.613 -1.045  -0.07
C5 -1.762 0.085 -1.237  -0.87
C6 -1.706 1.461 -1.045  -0.09
C7 -0.464 2.219 -1.213  0.59
O2 -0.584 3.388 -1.824  -0.62
C8 0.748 1.814 -0.721  -0.81
C9 1.898 2.673 -0.788  0.73
O3 1.965 3.754 -1.368  -0.81
C10 2.983 2.013 0.039  0.28
O4 4.124 2.379 0.225  -0.67
N1 2.420 0.903 0.575  0.40
C11 3.160 -0.009 1.403  -1.24
C12 3.386 -1.368 0.710  -0.44
O5 3.659 -1.262 -0.667  -0.40
C13 4.908 -0.685 -1.027  -0.16
C14 6.055 -1.687 -0.864  -0.53
O6 5.820 -2.853 -1.613  -0.56
C15 1.072 0.610 0.124  0.13
C16 0.114 0.444 1.281  0.17
C17 -0.534 -0.761 1.508  -0.02
C18 -1.435 -0.885 2.551  -0.81
C19 -1.687 0.192 3.382  -0.48
C20 -1.027 1.392 3.173  -0.89
C21 -0.132 1.517 2.128  -0.44
C22 -2.873 2.135 -0.677  -0.70
C23 -4.039 1.442 -0.461  -0.73
H1 -4.801 -1.978 -2.649  0.31
H2 -6.527 -1.681 -2.454  0.31
H3 -5.876 -3.302 -2.176  0.36
H4 -4.647 -2.483 -0.165  0.31
H5 -6.384 -2.144 -0.028  0.33
H6 -2.940 -1.678 -1.216  0.47
H7 -0.888 -0.442 -1.583  0.47
H8 0.308 3.835 -1.836  0.45
H9 4.113 0.482 1.616  0.62
H10 2.627 -0.180 2.344  0.40
H11 4.180 -1.906 1.245  0.39
H12 2.472 -1.966 0.761  0.31
H13 4.796 -0.434 -2.085  0.24
H14 5.114 0.231 -0.466  0.25
H15 6.189 -1.941 0.199  0.24
H16 6.984 -1.247 -1.232  0.39
H17 4.874 -3.044 -1.551  0.36
H18 1.097 -0.312 -0.473  0.68
H19 -0.339 -1.606 0.863  0.49
H20 -1.941 -1.825 2.716  0.45
H21 -2.393 0.097 4.193  0.43
H22 -1.214 2.233 3.824  0.41
H23 0.382 2.453 1.962  0.45
H24 -2.843 3.205 -0.547  0.48
H25 -4.941 1.949 -0.156  0.45

Atomic forces in eV per Å
C 0.095 0.230 0.340
C -0.102 -0.416 -0.212
O 0.034 0.291 0.023
C 0.228 0.221 -0.017
C -0.320 -0.250 0.029
C 0.029 0.426 -0.084
C -0.181 -0.006 -0.215
C 0.454 -0.119 0.108
O -0.011 0.080 0.015
C 0.113 0.174 -0.239
C -0.735 0.155 -0.462
O 0.219 -0.091 0.171
C 0.649 -0.041 0.319
O -0.036 0.242 -0.172
N -0.160 0.012 -0.019
C 0.351 -0.205 -0.134
C -0.152 0.082 0.173
O -0.095 -0.102 -0.094
C 0.490 -0.094 -0.087
C -0.354 0.331 0.209
O -0.192 -0.313 -0.218
C -0.358 -0.112 -0.060
C 0.044 -0.212 0.163
C 0.177 0.136 0.038
C -0.085 -0.073 0.107
C -0.076 -0.093 0.040
C 0.049 0.119 0.008
C 0.020 -0.097 0.024
C 0.099 -0.098 -0.020
C -0.140 -0.164 0.005
H 0.052 -0.025 -0.085
H -0.078 0.020 -0.052
H -0.014 -0.122 -0.041
H -0.082 0.076 0.029
H 0.183 -0.015 -0.028
H -0.044 -0.100 -0.016
H 0.130 -0.086 0.005
H -0.060 -0.201 0.091
H -0.154 -0.051 0.045
H 0.070 0.012 -0.034
H -0.102 0.002 0.000
H 0.098 0.000 0.084
H 0.092 0.041 0.093
H -0.043 0.013 -0.002
H 0.062 0.105 -0.094
H -0.047 0.058 0.083
H 0.098 -0.001 0.013
H -0.015 0.051 0.099
H 0.022 -0.086 -0.122
H -0.055 -0.083 0.017
H -0.064 -0.012 0.073
H -0.020 0.079 0.062
H 0.043 0.129 -0.024
H -0.023 0.115 0.018
H -0.105 0.066 0.044